Record 1
27
Properties=species:S:1:pos:R:3:forces:R:3:mulliken_charge:R:1 method="wB97M-V/def2-TZVPD" e_homo_ev=-8.35 largest_force_ha_per_bohr=0.089 energy_ha=-1258.7356 smiles="S=PN(C1=CCC=CC1)c1ccccc1" charge=0
S 1.3629 3.5581 -0.3834 -0.507 0.113 -0.042 -0.304
P -0.4791 2.9775 -0.2459 0.637 0.234 -0.057 -0.113
N -0.4796 1.3326 -0.0774 3.925 -2.202 0.701 0.244
C 2.7347 -0.7021 -1.2014 -0.127 -0.073 -0.226 -0.555
C -2.5133 -1.6705 0.5572 -0.188 0.009 -0.035 -0.816
C 0.9769 0.4439 0.0381 -2.897 2.668 -0.616 -0.572
C -1.4355 -0.8108 0.5020 0.132 0.025 0.013 0.054
C 1.6990 0.5373 1.1260 0.018 -0.211 0.238 -0.243
C -1.5851 0.4951 0.0331 -0.844 -0.450 0.056 0.808
C -3.9345 0.0639 -0.2717 -0.038 0.018 0.035 -0.685
C -2.8578 0.9265 -0.3390 0.039 0.040 -0.045 -0.622
C 3.0601 -0.0866 1.1932 -0.057 0.002 -0.094 -0.646
C 1.3423 -0.1473 -1.2653 0.041 -0.020 -0.106 -0.033
C -3.7677 -1.2406 0.1629 -0.131 -0.130 0.041 -0.463
C 3.4896 -0.6728 -0.1184 0.150 0.007 0.268 -0.516
H -2.9932 1.9385 -0.6882 -0.068 0.068 -0.097 0.318
H -4.6085 -1.9160 0.1970 -0.097 -0.048 0.004 0.384
H 0.6301 -0.9287 -1.5593 0.009 0.080 0.012 0.333
H 3.7737 0.6885 1.4970 0.005 -0.090 0.064 0.322
H 3.1039 -1.1272 -2.1245 0.145 -0.078 -0.022 0.410
H -0.4664 -1.1570 0.8263 0.005 -0.003 -0.005 0.480
H -2.3676 -2.6810 0.9109 0.000 -0.059 0.024 0.363
H 4.4930 -1.0746 -0.1363 0.085 -0.096 -0.134 0.390
H -4.9123 0.4134 -0.5688 -0.072 0.032 -0.035 0.375
H 3.0860 -0.8584 1.9723 0.048 0.095 0.010 0.326
H 1.3551 1.0669 2.0019 -0.157 0.135 -0.033 0.461
H 1.2931 0.6312 -2.0384 -0.056 -0.068 0.084 0.301

=====

Record 2
34
Properties=species:S:1:pos:R:3:forces:R:3:mulliken_spin:R:1 method="wB97M-V/def2-TZVPD" e_homo_ev="-15.10 / -15.10" largest_force_ha_per_bohr=0.043 energy_ha=-4084.2527 spin_multiplicity=3 charge=+2
Au 2.1291 -0.3791 -0.1051 0.510 0.499 -0.376 0.396
I 3.6557 -2.7742 0.2345 0.366 0.384 0.160 0.258
I 4.7988 0.3532 -0.3527 -0.606 0.580 -0.282 0.160
Br 3.4532 3.1449 -1.0043 -0.479 0.393 0.248 0.004
O 1.0349 -2.6320 -1.9150 0.214 0.226 0.152 0.147
O -0.7840 -0.4669 1.6839 -0.174 0.183 0.650 0.055
N 0.3149 -1.4956 -0.0623 -1.822 -0.578 1.069 0.057
N -1.9029 -2.2728 0.7780 -1.039 0.499 0.163 0.299
N 1.1366 1.7249 -0.5022 -0.753 -0.721 0.094 0.091
C 5.4230 -1.5393 0.2230 0.151 -1.181 -0.520 -0.019
C -0.4954 3.9386 -0.0743 1.408 -1.327 -0.188 0.000
C 1.6207 2.9514 -0.4703 1.150 0.280 -0.126 0.005
C -3.1651 -1.8770 1.5218 1.451 1.588 0.265 -0.013
C -1.9732 -3.2807 -0.0647 0.908 0.374 0.065 0.120
C 0.8807 4.0932 -0.2195 0.357 1.047 -0.013 0.002
C -2.5159 2.4883 -0.3328 -0.981 -0.499 0.511 0.000
C -0.2087 1.6011 -0.4429 0.223 0.321 -0.752 0.005
C 0.2409 -2.4983 -1.0077 -0.397 -0.353 0.337 0.007
C -1.0691 2.6789 -0.2709 1.292 -0.202 0.255 -0.001
C -0.7287 -1.3421 0.8901 1.128 -0.437 -1.878 -0.024
C -0.8620 -3.4925 -0.9113 -0.493 0.363 0.062 0.400
H -2.9152 -3.8301 -0.0180 0.492 -0.237 -0.427 0.009
H 5.8500 -1.4282 1.1911 0.040 -0.290 0.860 0.002
H -2.9542 1.9983 0.5380 0.333 -0.065 0.286 0.000
H -0.5652 0.6195 -0.7500 -0.136 0.269 0.507 0.003
H 6.1490 -2.0206 -0.4456 -0.395 0.380 0.006 0.003
H -0.7912 -4.2788 -1.6409 -0.229 -0.322 -0.012 0.001
H -3.9665 -2.5784 1.3160 0.179 -0.080 0.143 0.004
H -1.0815 4.7690 0.1671 -0.930 1.173 0.144 0.000
H -2.7868 1.8532 -1.1647 -0.193 0.149 -0.470 0.000
H -3.4222 -0.8453 1.1763 0.059 -0.896 0.046 0.015
H -2.8962 -1.7312 2.5864 -0.335 -0.512 -0.530 0.009
H 1.3915 5.1043 -0.1864 -0.781 -1.466 -0.008 0.002
H -2.9950 3.4442 -0.3646 -0.517 0.458 -0.440 0.000

=====

Record 3
36
Properties=species:S:1:pos:R:3:forces:R:3:mulliken_charge:R:1 method="wB97M-V/def2-TZVPD" e_homo_ev="-10.34 / -10.29" largest_force_ha_per_bohr=0.032 energy_ha=-4571.5669 charge=+1
Pt -0.8379 1.3719 0.7952 -1.470 -0.501 0.325 0.665
Te 0.8467 3.2478 0.9562 0.544 -0.861 0.187 0.060
Br -3.1417 3.0848 0.2658 0.338 -0.321 0.127 -0.166
S 0.0285 -0.7088 2.0635 -0.752 1.461 -0.091 -0.453
S 3.3899 2.1522 -0.9377 0.012 -0.134 0.638 -0.154
O -6.9043 -0.5161 0.2954 -0.342 0.038 0.001 -0.501
N -2.8840 0.3688 0.3451 0.411 0.557 0.295 -0.375
N 0.1310 -0.1015 -1.0745 0.050 0.035 -0.161 -0.957
N 2.9758 -1.9417 -0.0903 0.754 -0.329 -0.529 -0.713
N 1.1403 -0.7998 -0.4378 0.268 -0.527 0.580 0.610
N 2.2856 -1.8239 1.0612 -1.059 0.751 -0.374 0.269
C -5.6012 -0.2685 0.3033 0.785 0.002 0.016 0.942
C 3.3611 1.4585 1.5268 -0.333 0.232 0.013 -0.236
C -3.2938 -0.8973 0.3591 -0.178 -0.282 0.002 -0.431
C 2.2908 -1.3254 -0.9924 -0.056 -0.036 0.093 0.897
C 4.5736 0.9695 0.9983 0.125 -0.170 -0.149 -0.599
C 2.5998 2.1214 0.6083 -0.185 0.513 -0.338 -0.195
C -5.1770 1.0675 0.2889 -0.119 -0.023 0.000 -0.419
C 4.7256 1.2630 -0.3187 -0.206 0.173 -0.272 -0.405
C -3.8244 1.3135 0.3042 -0.102 -0.387 -0.045 0.298
C 1.1548 -1.1082 0.9019 0.527 -0.155 -0.428 0.296
C 2.6168 -1.1614 -2.4174 0.100 -0.035 -0.142 -1.345
C -4.6214 -1.2672 0.3274 -0.146 0.164 -0.021 -0.575
H -4.8996 -2.3114 0.3345 0.042 -0.061 0.011 0.318
H 2.7358 -0.1059 -2.6602 0.005 0.029 -0.023 0.258
H 1.8214 -1.5759 -3.0348 -0.008 -0.047 -0.102 0.396
H 5.5499 1.0385 -0.9640 0.267 -0.129 -0.112 0.461
H -0.5726 -0.7206 -1.4790 0.320 0.052 0.105 0.231
H 5.2958 0.4323 1.5868 0.195 -0.095 0.014 0.440
H 2.6427 -2.2168 1.9186 -0.079 0.077 -0.043 0.153
H -5.9055 1.8624 0.2826 -0.012 0.092 -0.039 0.450
H 3.0664 1.3541 2.5558 -0.055 0.020 0.217 0.499
H -2.5218 -1.6516 0.4077 0.109 -0.023 0.066 0.370
H 0.5052 0.5315 -1.7779 0.094 -0.112 0.218 0.255
H -7.0993 -1.4627 0.3315 0.087 0.103 -0.013 0.317
H 3.5467 -1.6740 -2.6340 0.066 -0.070 -0.027 0.338

=====

Record 4
40
Properties=species:S:1:pos:R:3:forces:R:3:mulliken_spin:R:1 method="wB97M-V/def2-TZVPD" e_homo_ev="-8.04 / -8.39" largest_force_ha_per_bohr=0.013 energy_ha=-4191.0668 spin_multiplicity=4 charge=0
Sb -2.7296 -1.2206 0.3703 -0.095 -0.041 0.073 0.008
V 0.2194 -1.0715 -1.1612 -0.555 0.095 -0.329 1.874
Cl -0.3668 -4.1243 1.0183 0.004 -0.001 -0.007 0.002
Cl 0.8341 -3.2768 6.1855 0.003 0.000 -0.006 0.002
S 0.2058 2.0741 -0.5667 0.013 0.028 -0.042 0.453
S 3.3078 -1.8127 -2.6075 -0.013 -0.021 0.016 0.155
F -2.2744 -1.1748 2.2096 -0.004 0.010 0.014 0.001
F -4.0303 0.1558 0.5270 0.015 0.011 -0.028 0.000
F -1.0505 0.9208 0.2082 -0.016 -0.062 0.036 0.188
F -0.4575 -2.6734 -1.6073 0.028 0.139 0.054 0.021
F -0.6763 -0.2407 -2.5356 0.118 -0.078 0.055 0.011
F -4.0211 -2.5879 0.6131 -0.034 -0.016 0.016 0.003
O 1.0416 0.9714 -1.0852 0.095 -0.079 0.072 0.106
O 1.4913 1.1085 1.7436 -0.053 0.052 0.028 0.009
O 0.6693 -1.4158 0.6226 0.061 0.096 0.251 -0.002
C 2.7353 3.2219 -0.0198 0.002 -0.019 0.003 -0.017
C 1.1646 -1.4228 4.2427 -0.004 0.014 0.006 -0.009
C 0.3142 -3.5395 3.5410 0.002 -0.002 0.006 -0.009
C 0.2748 -3.0872 2.2418 0.025 -0.002 -0.009 0.016
C 1.1234 -0.9528 2.9260 -0.058 0.027 0.023 0.014
C 0.6976 -1.7910 1.8733 -0.043 -0.037 -0.014 -0.021
C 1.4890 0.4552 2.7623 0.221 -0.039 -0.040 0.008
C -0.9515 2.6963 -1.8089 -0.025 -0.002 -0.009 0.028
C 1.9810 -1.4873 -1.9723 0.478 -0.099 -0.247 -0.069
C -2.3607 2.1400 -1.8246 -0.038 -0.016 -0.009 0.000
C 0.7771 -2.7028 4.5474 -0.005 -0.004 0.006 0.018
C 1.3883 3.5062 -0.6412 -0.025 -0.034 0.007 0.154
H 1.4954 -0.7569 5.0300 0.003 0.001 -0.002 0.000
H 1.8143 0.9262 3.7119 -0.071 0.019 0.009 0.000
H -2.9192 2.6828 -2.5888 -0.002 0.013 0.001 0.001
H -2.3516 1.0878 -2.0920 -0.007 0.035 0.016 -0.001
H -0.0279 -4.5390 3.7694 0.001 0.000 0.001 0.000
H 0.8595 4.3321 -0.1652 0.003 0.003 0.000 -0.006
H 1.4596 3.6945 -1.7159 0.003 0.010 0.005 0.032
H -0.9482 3.7734 -1.6294 -0.005 0.003 0.002 0.009
H -0.4247 2.4952 -2.7450 -0.006 -0.005 0.005 0.007
H -2.8636 2.2702 -0.8701 -0.002 0.009 0.019 -0.001
H 3.4101 4.0406 -0.2745 0.000 -0.003 0.010 0.010
H 3.1520 2.2948 -0.4083 0.003 0.001 -0.013 0.002
H 2.6684 3.1363 1.0600 -0.013 -0.005 0.020 0.005

=====

Record 5
38
Properties=species:S:1:pos:R:3:forces:R:3:mulliken_spin:R:1 method="wB97M-V/def2-TZVPD" e_homo_ev="-9.94 / -10.59" largest_force_ha_per_bohr=0.039 energy_ha=-4296.0155 spin_multiplicity=4 charge=+1
Cr -0.6028 0.0261 -0.8589 0.493 0.402 0.289 2.096
Cl 4.0106 -1.1457 1.8983 0.005 -0.148 -0.065 0.038
Cl 4.5373 0.8199 4.2122 0.002 0.009 -0.028 -0.013
Cl -0.5352 1.6367 0.7144 -0.834 0.908 0.254 0.012
Cl -0.0532 3.3958 3.1157 -0.038 0.164 0.025 -0.011
Cl 2.5065 3.0809 4.8350 -0.050 -0.033 0.012 0.064
O 3.2983 1.0321 -0.2679 0.330 0.192 -0.195 0.027
O 1.3596 0.2644 -1.0478 -1.235 -0.592 -1.492 0.002
O -0.3949 -3.9000 -1.8198 -0.055 0.469 0.577 0.002
O -0.6011 -1.6606 -1.9003 -0.001 -1.353 -0.444 -0.016
O -0.2262 -1.3805 0.7043 -0.468 0.181 -0.563 0.000
N -0.8689 1.3337 -2.4895 0.323 0.050 -0.202 -0.029
N -2.7699 0.0184 -0.9427 -0.113 -0.155 0.248 -0.031
C 0.7652 1.2419 1.7630 0.739 0.222 0.941 0.336
C -3.1030 0.4711 -2.3031 -0.109 0.370 -0.396 -0.003
C 1.6805 0.1525 1.3470 0.271 -0.122 -0.910 -0.060
C 1.0835 -1.2798 1.2701 0.752 -0.022 0.703 0.069
C -0.5319 -2.6967 0.2540 -0.140 -0.149 0.142 -0.010
C 2.1928 1.9876 3.5722 0.253 0.136 0.113 0.336
C -2.2769 1.7105 -2.6135 -0.517 -0.174 -0.104 0.002
C 2.8696 0.0761 2.2546 0.106 0.376 0.236 0.298
C 3.1152 0.9603 3.2653 0.081 -0.452 -0.103 -0.089
C 2.2122 0.5370 -0.1698 0.506 0.153 1.916 0.061
C 1.0441 2.1197 2.7796 -0.588 -0.197 -0.314 -0.084
C -0.5082 -2.7064 -1.2623 0.084 -0.152 -0.557 0.018
H -4.1706 0.6797 -2.4189 0.089 -0.058 -0.017 0.001
H -0.3524 -3.8538 -2.7892 -0.057 0.191 0.012 0.000
H 1.7848 -1.8748 0.6773 -0.172 -0.014 0.081 -0.007
H -0.2840 2.1659 -2.4620 0.100 -0.140 0.075 0.001
H 1.0386 -1.6748 2.2927 -0.071 -0.100 -0.188 -0.014
H -2.4985 2.4935 -1.8837 0.035 0.014 -0.065 0.003
H -2.8216 -0.3228 -2.9978 -0.096 -0.017 0.007 0.002
H -2.5220 2.0871 -3.6113 -0.004 0.030 0.138 0.000
H -3.2175 -0.8831 -0.7913 0.035 0.071 0.102 0.001
H 0.1638 -3.4363 0.6554 -0.039 0.041 -0.056 0.000
H -3.2032 0.6569 -0.2753 0.093 -0.160 0.031 0.002
H -1.5387 -2.9537 0.6154 0.205 -0.010 -0.201 -0.006
H -0.5820 0.8210 -3.3212 0.085 0.067 -0.003 0.002

=====

Record 6
32
Properties=species:S:1:pos:R:3:forces:R:3:mulliken_spin:R:1 method="wB97M-V/def2-TZVPD" e_homo_ev="-15.62 / -16.02" largest_force_ha_per_bohr=0.142 energy_ha=-2733.7433 spin_multiplicity=4 charge=+2
Mn -0.5229 0.0312 -0.3514 0.282 -1.449 0.296 3.092
Cl -2.5874 0.7105 -0.7624 -2.394 0.869 -0.727 0.226
S -1.1220 -0.6278 1.7639 -0.394 -0.895 1.407 0.017
O 1.7483 1.2529 1.1527 -3.267 -1.120 -3.218 0.037
O -1.2302 2.7470 1.1086 0.022 -3.396 -1.440 -0.010
N -0.1551 1.1805 3.6304 0.013 -0.134 -0.156 0.002
N 0.2087 -0.8803 4.1827 0.054 0.803 -0.221 -0.001
C 0.2529 -2.3408 4.1477 -0.122 -0.485 -0.270 0.001
C 0.6519 -0.0826 5.2504 -0.650 -0.127 -1.156 -0.002
C -0.9720 -1.0112 -2.2382 0.975 -0.201 0.025 -0.037
C -1.0236 -1.9174 -1.1379 0.897 -0.651 -0.574 -0.078
C 0.2911 -0.3238 -2.2223 0.093 -1.198 -0.706 -0.145
C -0.2824 -0.0916 3.1858 0.696 0.225 1.199 0.007
C 0.7478 0.7201 -3.1971 -0.312 0.409 0.410 0.022
C 0.2878 -1.9532 -0.5389 -0.537 -0.358 -0.092 -0.123
C 1.0757 -0.9489 -1.1665 0.464 -0.567 -1.151 -0.085
C -1.0955 1.6964 0.6105 -1.021 5.771 2.112 0.128
C 0.9287 0.8912 0.4024 5.642 1.935 4.195 -0.031
C 0.4083 1.2102 4.8869 0.113 -0.317 0.038 -0.003
H 0.5773 2.1322 5.4254 0.012 -0.134 -0.141 0.000
H -0.4154 1.9976 3.0794 -0.033 -0.251 0.418 0.001
H -0.7557 -2.7442 3.9993 0.239 0.146 0.119 0.000
H -1.8682 -2.5518 -0.8704 0.224 0.293 -0.008 -0.006
H -1.7325 -0.8633 -2.9856 -0.271 0.209 0.153 0.002
H 2.1363 -0.7751 -1.0038 -0.235 0.022 0.050 -0.009
H 1.0721 -0.5206 6.1467 -0.114 0.140 -0.184 0.000
H 0.6193 -2.6065 0.2803 -0.314 0.488 -0.464 -0.003
H -0.0852 1.4055 -3.3987 0.214 -0.119 -0.116 0.000
H 1.5785 1.3094 -2.7941 -0.078 -0.178 -0.135 0.000
H 1.0571 0.2697 -4.1440 -0.019 -0.073 0.136 -0.002
H 0.6522 -2.7104 5.0906 -0.046 0.116 -0.074 0.000
H 0.8939 -2.6925 3.3276 -0.130 0.225 0.276 -0.001